[1]
77
Properties=species:S:1:pos:R:3:forces:R:3:mulliken_charge:R:1 method="wB97M-V/def2-TZVPD" orbital_gap_ev=8.5911 total_energy_ev=-108479.1678 multiplicity=1 max_force_ev_per_a=9.815
C 4.694713 -5.263268 -0.945360 -2.2 8.5 -4.3 -0.37
C 4.437267 -4.071268 -1.676281 1.0 -7.3 6.0 -0.29
C 3.901255 -2.570827 -2.173171 0.6 -1.5 -0.5 -0.08
C 2.691189 -2.760540 -3.295524 0.1 -0.2 -0.2 -0.60
C 1.266999 -2.131983 -2.770700 -0.8 -0.2 -1.2 -0.52
C 0.570786 -3.004603 -1.542305 1.0 1.3 1.3 0.57
C -0.097113 -2.048252 -0.343251 1.5 1.7 3.3 -0.12
O 0.549499 -1.493455 0.718332 -4.4 -3.6 -6.8 -0.55
N -1.609039 -1.956085 -0.638323 1.1 -2.1 0.5 -0.20
C -1.847900 -2.641987 -1.999668 1.3 0.3 0.6 -0.68
C -0.764988 -3.901616 -1.854675 1.4 2.2 -1.0 -0.15
P -0.948340 -4.822795 -3.516658 -1.0 -1.2 1.6 0.12
S -2.450000 -6.108240 -3.344761 0.6 0.4 -0.1 -0.42
H 4.828773 -6.156712 -0.169414 -0.2 2.5 -2.4 0.33
H 4.796921 -2.058232 -2.725463 -1.7 -1.0 1.3 0.37
H 3.567273 -1.923583 -1.241491 0.7 -1.5 -1.9 0.00
H 3.035450 -2.234344 -4.310189 -0.9 -0.9 2.3 0.33
H 2.582992 -3.913204 -3.582968 0.2 2.5 0.9 0.21
H 1.387111 -0.987266 -2.520191 -0.1 -2.4 -0.2 0.19
H 0.507733 -2.181121 -3.690296 1.6 0.2 1.8 0.32
H 1.485297 -3.493388 -0.999625 -2.0 0.3 -1.0 0.12
H -2.137290 -2.653554 -0.032600 0.9 1.8 0.0 0.31
H -2.931997 -3.021444 -2.241253 2.1 1.1 1.0 0.37
H -1.498670 -1.772774 -2.734856 -0.7 -2.5 0.9 0.22
H -0.863694 -4.573378 -0.899806 -0.5 1.0 -2.2 0.33
H -1.341916 -3.865679 -4.518720 1.1 -0.2 0.6 0.09
H 0.283632 -5.516551 -3.826253 -0.5 1.0 -0.1 0.10
C 2.244690 1.419090 1.761700 -0.1 -0.1 0.1 -0.54
S 1.503507 1.917522 0.188671 0.3 -0.4 0.0 0.46
O 2.114298 1.067874 -0.886523 -0.1 0.4 0.3 -0.60
C 2.298145 3.540740 0.115022 0.1 0.1 -0.1 -0.97
H 1.914826 0.404023 1.995132 -0.1 0.1 -0.3 0.15
H 3.334520 1.436778 1.683526 -0.1 0.1 -0.1 0.20
H 1.913811 2.097220 2.551634 0.1 0.0 -0.1 0.32
H 3.384462 3.426464 0.139768 -0.1 -0.1 0.0 0.26
H 1.965366 4.148352 0.959792 0.0 -0.1 0.0 0.37
H 2.006402 4.028595 -0.818108 0.0 -0.2 0.1 0.35
C 5.715504 -1.548878 3.528913 0.1 0.1 -0.1 -0.83
S 4.873020 -3.146077 3.422225 0.2 -0.3 -0.5 0.42
O 5.647067 -4.000578 2.462178 -0.4 0.5 0.5 -0.60
C 3.415544 -2.529132 2.546522 0.0 0.0 -0.1 -0.62
H 6.682815 -1.697950 4.014451 -0.2 -0.1 -0.1 0.39
H 5.872075 -1.141324 2.527145 0.0 -0.1 0.0 0.30
H 5.114330 -0.858799 4.125336 0.0 -0.1 0.0 0.19
H 3.715211 -2.060251 1.606253 0.0 -0.1 0.1 0.03
H 2.890810 -1.806434 3.175754 0.0 -0.1 0.0 0.37
H 2.753652 -3.372567 2.335891 0.2 0.1 0.1 0.35
C -4.484496 1.221335 0.120402 0.1 0.1 0.0 -0.90
S -5.326980 -0.375864 0.013714 0.0 0.0 -0.5 0.37
O -4.552933 -1.230365 -0.946333 -0.3 0.3 0.3 -0.53
C -6.784456 0.241080 -0.861989 0.0 -0.2 0.1 -0.84
H -3.517185 1.072263 0.605941 -0.1 -0.1 -0.1 0.32
H -4.327925 1.628889 -0.881365 -0.1 -0.1 0.0 0.27
H -5.085670 1.911414 0.716825 -0.1 -0.1 -0.1 0.38
H -6.484789 0.709961 -1.802258 0.1 0.0 0.1 0.22
H -7.309190 0.963779 -0.232756 0.2 -0.1 -0.1 0.35
H -7.446348 -0.602354 -1.072620 0.2 0.0 0.1 0.38
C -7.367887 4.694038 -2.115217 0.1 -0.1 -0.1 -0.91
S -8.481597 4.176330 -0.787122 0.1 -0.2 0.0 0.41
O -7.925990 2.912274 -0.200203 -0.3 0.7 -0.3 -0.57
C -9.856910 3.714663 -1.867441 0.0 -0.1 0.0 -0.92
H -6.415089 4.993984 -1.672645 -0.2 -0.1 0.0 0.31
H -7.200759 3.864977 -2.807228 -0.1 0.0 0.1 0.28
H -7.803433 5.543928 -2.645618 0.0 -0.1 0.1 0.38
H -9.534842 2.946999 -2.575056 0.1 0.1 0.1 0.29
H -10.209717 4.597265 -2.406060 0.1 0.0 0.1 0.37
H -10.667254 3.320595 -1.249459 0.2 0.1 0.0 0.32
C 5.070123 2.632312 4.181691 0.0 0.0 -0.1 -0.72
S 3.863146 3.833708 4.791659 -0.2 0.0 -0.3 0.43
O 2.666686 3.768584 3.888746 0.6 0.1 0.3 -0.57
C 4.812851 5.302101 4.329496 0.0 0.1 -0.1 -0.93
H 4.667782 1.627909 4.333210 0.0 0.2 0.0 0.09
H 5.251487 2.792876 3.116102 -0.1 0.0 0.1 0.29
H 6.002606 2.736256 4.741164 -0.1 0.0 0.0 0.43
H 5.010590 5.296317 3.254962 -0.1 -0.1 0.1 0.29
H 5.753945 5.317239 4.884190 -0.1 -0.1 0.0 0.36
H 4.228240 6.188984 4.585456 0.0 -0.2 0.0 0.33

[2]
70
Properties=species:S:1:pos:R:3:forces:R:3:mulliken_charge:R:1 method="wB97M-V/def2-TZVPD" s_squared=8.7636 orbital_gap_ev="5.5203 / 7.0149" total_energy_ev=-110963.2950 multiplicity=6 de_lowest_kcal_mol=60.0 total_charge=-1 max_force_ev_per_a=19.036
Fe -0.113803 0.039586 -0.035422 -1.0 1.2 -0.4 0.77
Cl 1.922807 0.942265 -1.059866 0.8 -0.1 0.2 -0.39
P -0.141663 2.050930 1.227155 0.1 1.3 0.5 -0.32
C 0.266447 3.587250 0.205222 0.0 -0.2 0.5 1.01
C -1.675784 2.550088 2.164394 0.4 0.3 0.0 0.51
C 1.297722 1.981399 2.427286 -0.3 0.3 -0.2 0.89
C -0.268427 3.552179 -1.220248 -0.2 0.1 -0.1 -1.52
H 1.353693 3.533119 0.138755 0.1 0.0 0.1 0.50
C -0.118618 4.910878 0.860645 0.1 0.1 0.0 -1.94
H -1.175202 5.130908 0.724912 -0.2 0.0 0.0 0.31
H 0.437933 5.717058 0.381877 0.0 0.1 -0.1 0.49
H 0.096132 4.958501 1.922640 0.0 0.0 0.1 0.38
H 0.360326 2.950193 -1.864651 -0.1 -0.2 0.0 0.23
H -0.283312 4.567321 -1.619906 0.0 0.2 0.0 0.50
H -1.283463 3.165010 -1.270967 0.0 -0.1 0.0 0.28
H 2.121616 1.903333 1.714636 0.0 0.0 -0.1 0.52
C 1.319545 0.723582 3.288712 -0.3 0.1 0.2 -1.38
C 1.520467 3.217357 3.284987 0.1 0.2 0.1 -1.82
H 1.932440 4.048294 2.720570 0.0 0.2 -0.1 0.34
H 2.232551 2.983192 4.077273 0.1 0.0 0.1 0.51
H 0.602762 3.550664 3.769019 -0.1 0.0 0.1 0.28
H 0.677634 -0.058735 2.893508 0.2 0.7 0.6 -0.81
H 1.016678 0.927044 4.312028 -0.1 0.2 0.2 0.47
H 2.335780 0.331071 3.324345 0.1 -0.1 0.1 0.48
C -2.869873 2.617944 1.218448 0.0 0.0 -0.1 -1.37
H -1.468501 3.560442 2.517695 -0.1 0.2 0.1 0.54
C -1.975436 1.690053 3.384972 0.0 -0.1 0.0 -1.47
H -2.809245 3.455751 0.529760 0.1 0.1 -0.1 0.26
H -3.785253 2.738331 1.799072 -0.1 0.0 0.0 0.50
H -2.958020 1.708468 0.633959 -0.1 -0.2 -0.1 0.11
H -1.879090 0.631222 3.172642 0.0 -0.2 0.0 0.19
H -3.002467 1.871472 3.705065 -0.1 0.0 0.0 0.52
H -1.329521 1.936522 4.221815 0.2 0.0 0.1 0.26
Cl -2.044430 -0.813184 0.927396 -1.9 0.1 -0.4 -0.66
H -0.685889 0.890962 -1.301115 -0.9 0.3 -0.3 -0.33
P 0.230580 -1.832087 -1.457165 0.2 -1.0 -1.9 0.85
C 2.015381 -2.453691 -1.463651 -0.4 0.0 -0.3 0.95
C -0.770740 -3.388308 -1.218716 0.3 -0.1 -0.4 0.52
C 0.010733 -1.243527 -3.223895 0.3 -0.4 0.3 1.00
C 2.725380 -2.339940 -0.120979 0.4 -0.5 0.0 -1.54
H 2.498921 -1.747385 -2.139372 0.0 0.1 -0.1 0.66
C 2.198536 -3.864531 -2.016973 0.1 -0.1 -0.1 -1.94
H 1.954236 -4.620348 -1.273729 -0.1 -0.1 0.1 0.33
H 3.246770 -4.006418 -2.281464 0.1 0.0 0.0 0.48
H 1.612130 -4.071464 -2.905657 -0.1 0.0 -0.1 0.36
H 3.004852 -1.315979 0.094862 0.0 0.1 0.0 0.16
H 3.638287 -2.936970 -0.149878 0.2 0.0 -0.1 0.53
H 2.117239 -2.710618 0.701037 0.4 -0.3 -0.1 0.36
H 0.808833 -0.499233 -3.265475 0.0 0.0 0.1 0.60
C -1.305622 -0.514487 -3.470027 -0.3 0.1 0.1 -1.59
C 0.257745 -2.272521 -4.316339 0.1 -0.1 -0.2 -1.81
H 1.308419 -2.523040 -4.425856 0.2 -0.1 0.1 0.32
H -0.076161 -1.868893 -5.272883 0.0 0.0 -0.1 0.52
H -0.300257 -3.193038 -4.147113 -0.1 -0.1 0.0 0.29
H -1.840914 -0.303087 -2.548649 0.0 0.1 0.0 0.23
H -1.965047 -1.078410 -4.123722 -0.1 -0.3 -0.1 0.45
H -1.101884 0.437592 -3.959855 -0.1 0.1 0.0 0.32
C -0.593208 -3.913123 0.202068 -0.1 0.1 0.0 -1.13
H -0.327046 -4.112165 -1.902710 0.0 -0.2 -0.1 0.57
C -2.242071 -3.252753 -1.587466 0.0 0.1 -0.1 -1.70
H 0.320589 -4.487965 0.322806 0.2 0.0 0.0 0.19
H -1.427427 -4.569694 0.452149 0.0 0.0 0.1 0.50
H -0.576083 -3.100242 0.920098 -0.4 -0.5 -0.1 0.03
H -2.718087 -2.423897 -1.075417 0.0 0.1 0.1 0.21
H -2.766672 -4.164743 -1.299641 0.0 -0.1 0.0 0.54
H -2.380740 -3.125658 -2.656488 0.0 0.1 -0.2 0.30
Cl -0.037953 -2.151208 2.885709 0.9 0.7 -0.8 -0.30
C 0.601951 -1.209268 1.327894 1.5 12.0 14.7 -0.49
H 0.607131 -1.801449 0.741785 0.2 -13.8 -12.0 -1.40
H 1.645662 -0.891926 1.478097 -0.5 -0.6 0.6 0.82

[3]
78
Properties=species:S:1:pos:R:3:forces:R:3:mulliken_charge:R:1 method="wB97M-V/def2-TZVPD" orbital_gap_ev=8.2887 total_energy_ev=-74900.5125 multiplicity=1 total_charge=+1 max_force_ev_per_a=6.981
C -2.184961 -2.823072 -0.593954 -0.4 -0.1 -0.3 -0.93
C -1.696031 -4.127209 -1.206724 -0.2 0.3 0.5 -0.43
C -0.186558 -4.331743 -1.252851 -0.9 -0.3 -0.3 -0.61
N 0.630651 -3.150651 -1.719326 1.0 -0.8 0.0 0.65
C 1.132797 -3.434482 -3.111875 0.1 0.7 -1.2 -0.61
C -0.044787 -3.481230 -4.082251 -0.1 -0.7 0.8 -0.06
C 0.363337 -3.813608 -5.490167 -0.2 0.7 -0.5 -0.19
O -0.005186 -3.190081 -6.425116 0.0 -0.1 -0.1 -0.42
I 1.651931 -5.501234 -5.777263 0.0 -0.2 0.1 0.07
C 2.084075 -2.343338 -3.583339 0.4 -0.4 0.9 -0.77
C 3.308079 -2.357500 -2.691117 0.0 0.5 -0.1 -1.13
C 2.884260 -2.036873 -1.273427 -0.1 0.3 -0.5 -0.97
C 1.754155 -2.896577 -0.720308 0.3 0.4 0.6 -0.27
Si 1.181935 -2.020332 0.915922 0.1 0.3 0.9 0.38
C 2.713371 -1.330173 1.749866 -0.3 -0.5 -0.1 -1.51
C 0.448052 -3.262853 2.130234 0.3 0.2 -0.3 -1.29
C 0.068648 -0.562514 0.514494 0.5 -0.6 -0.5 -0.50
H -1.797953 -1.942037 -1.099688 0.2 0.2 0.1 0.22
H -2.012182 -2.757122 0.472920 0.3 0.1 0.1 0.02
H -3.259962 -2.769694 -0.736797 -0.2 0.0 0.0 0.53
H -2.174616 -4.250100 -2.173266 0.2 0.0 -0.3 0.27
H -2.078098 -4.931027 -0.583045 0.0 -0.3 0.0 0.45
H 0.158587 -4.691015 -0.294121 0.3 0.4 0.3 0.45
H 0.000928 -5.135333 -1.955942 0.3 -0.1 -0.1 0.29
H 0.077716 -2.295479 -1.796357 -0.2 -0.1 0.3 0.30
H 1.696186 -4.360999 -3.131252 -0.2 -0.3 0.5 0.44
H -0.768023 -4.246157 -3.802158 -0.1 -0.2 0.0 0.43
H -0.575257 -2.532514 -4.062522 0.0 0.2 -0.3 0.32
H 2.414191 -2.535814 -4.597326 -0.4 0.1 -0.3 0.46
H 1.572800 -1.384939 -3.484875 0.0 0.3 -0.4 0.20
H 3.836396 -3.305481 -2.769173 0.0 -0.2 0.0 0.39
H 3.992949 -1.586758 -3.032225 0.2 0.1 0.0 0.47
H 2.578530 -0.987594 -1.258557 0.0 0.2 0.0 0.26
H 3.751389 -2.088424 -0.627550 0.0 -0.2 0.3 0.46
H 2.159854 -3.864179 -0.434860 -0.1 -0.3 -0.3 0.66
H 3.600044 -1.939273 1.603272 0.2 0.0 0.0 0.45
H 2.888314 -0.294003 1.486044 0.2 0.1 -0.1 0.38
H 2.491513 -1.354114 2.813685 0.0 0.2 0.2 0.43
H 0.736101 -4.275082 1.856378 -0.2 -0.3 0.0 0.48
H 0.911320 -3.083109 3.096011 0.0 0.1 0.2 0.45
H -0.622343 -3.175935 2.278833 -0.2 -0.2 -0.1 0.34
H 0.055446 -0.415271 -0.568711 -0.3 0.2 -0.2 -0.11
H -0.946079 -0.685839 0.867003 -0.2 0.2 0.1 0.37
H 0.527711 0.339633 0.902432 -0.2 0.2 0.3 0.22
C -1.273599 0.540033 3.983639 -0.1 -0.3 0.0 -0.58
O -0.871603 1.740772 3.331726 0.4 2.3 -2.0 -0.27
P 0.566600 2.368411 3.840525 1.1 -3.5 4.9 1.41
O 1.336841 1.124254 4.091570 -0.1 0.2 -0.5 -0.79
O -0.080154 3.056685 5.169828 0.0 0.6 -0.6 -0.37
C -1.272250 3.854255 5.063797 0.1 -0.1 0.2 -0.65
O 1.825604 3.396250 3.736773 -1.6 0.7 -2.1 -0.39
C 1.694818 4.809395 3.974150 0.0 0.1 0.0 -0.50
H -2.331581 0.414215 3.752033 0.0 0.1 0.0 0.27
H -0.715624 -0.313112 3.602509 0.1 0.0 0.1 0.02
H -1.140844 0.614758 5.062243 0.1 0.0 0.0 0.39
H -2.120370 3.289767 5.447835 0.0 0.0 0.0 0.27
H -1.484014 4.152187 4.036754 0.0 0.0 0.0 0.24
H -1.132074 4.748079 5.669064 0.0 0.0 0.0 0.28
H 1.676694 4.997588 5.046132 -0.1 -0.1 0.0 0.26
H 0.800881 5.222433 3.510176 0.0 0.0 0.0 0.14
H 2.565574 5.293632 3.540422 0.0 -0.1 -0.1 0.28
C -1.081321 2.321912 -2.731714 0.2 -0.4 -0.1 -0.70
O -0.898912 3.688138 -2.380800 2.0 2.5 -0.1 -0.46
P -0.844374 3.995859 -0.762341 -4.7 -4.6 2.4 0.82
O -0.260013 2.791367 -0.140226 1.0 0.1 -0.6 -0.31
O -2.493973 3.976623 -0.773426 -0.3 0.7 0.0 -0.31
C -3.239233 4.703558 -1.767239 0.0 -0.3 0.2 -0.87
O -0.888010 4.922086 0.598504 1.6 1.9 -1.7 -0.29
C -1.810411 6.012119 0.780509 0.0 0.1 0.1 -0.69
H -1.370803 2.319687 -3.782016 0.0 0.1 0.0 0.33
H -0.153383 1.764165 -2.612267 0.0 0.0 0.1 0.25
H -1.869864 1.869323 -2.129074 0.0 0.0 0.1 0.32
H -3.640945 4.006620 -2.501185 0.0 0.0 -0.1 0.26
H -2.634412 5.447060 -2.283503 0.0 0.0 0.0 0.42
H -4.062205 5.207650 -1.263773 0.0 0.0 0.0 0.30
H -2.792290 5.617028 1.032599 0.0 -0.1 -0.1 0.27
H -1.881751 6.643949 -0.101745 0.0 0.0 0.0 0.36
H -1.442228 6.614385 1.607573 0.1 0.0 0.0 0.26